[1]
A structure of composition C32H51GeO3PPdSSi in a non-equilibrium geometry. Source: the OMol25 dataset; level of theory: ωB97M-V/def2-TZVPD.

ΔE to the lowest compared entry with this formula, charge and spin = 0.957 eV
E_tot = -128159.9976 eV
LUMO energy (spin up / spin down) = 0.099 / 0.092 Ha
spin multiplicity = 2
HOMO-LUMO gap (spin up / spin down) = 6.188 / 6.703 eV
total charge = -1

Each line ends with the Mulliken charge.
Positions of all 91 atoms, in Å:
Pd: 0.89763 -0.89742 0.46121  0.017
C: 0.53780 3.49160 2.45019  -1.628
C: 0.84765 2.47860 1.34705  1.194
C: 2.34375 2.14221 1.28561  -1.203
C: 0.37140 3.02732 0.00138  -0.773
O: 0.23445 1.23931 1.61397  0.489
Si: -1.27068 0.71252 1.99041  -0.107
S: -1.17125 -1.36362 1.89823  -0.870
O: -2.29209 1.47866 0.96369  0.355
C: -3.69036 1.58459 1.04906  1.761
C: -4.20870 1.81176 -0.37612  -1.780
C: -4.03181 2.78399 1.94084  -1.602
C: -4.30502 0.31268 1.62849  -1.492
O: -1.71838 1.32883 3.45713  0.762
C: -1.37283 0.96624 4.76729  1.618
C: -1.50990 2.24774 5.60584  -1.747
C: 0.05465 0.42574 4.86650  -1.435
C: -2.36590 -0.09080 5.26708  -1.694
H: 0.96625 4.46066 2.20145  0.536
H: 0.95082 3.15818 3.40000  0.293
H: -0.54075 3.58014 2.54518  0.171
H: 2.92570 2.93629 0.82483  0.345
H: 2.43989 1.21262 0.69768  -0.267
H: 2.72055 1.95198 2.28876  0.356
H: 0.79513 4.01525 -0.17565  0.494
H: -0.71406 3.08180 0.00283  -0.076
H: 0.68231 2.35140 -0.79493  -0.060
H: -3.77035 2.71549 -0.79794  0.329
H: -5.29275 1.90970 -0.37925  0.452
H: -3.92669 0.96632 -0.99853  0.232
H: -3.72193 3.71238 1.46534  0.350
H: -3.48903 2.67644 2.87487  0.087
H: -5.09970 2.82789 2.14079  0.443
H: -3.91525 -0.55160 1.09925  0.275
H: -5.38908 0.32921 1.54370  0.556
H: -4.02310 0.21911 2.67185  0.149
H: -0.81746 3.00172 5.23829  0.323
H: -1.30330 2.04785 6.65513  0.398
H: -2.51938 2.64362 5.50777  0.330
H: 0.76653 1.17763 4.53360  0.170
H: 0.16342 -0.44781 4.22763  0.228
H: 0.27063 0.15064 5.89716  0.588
H: -3.37793 0.31032 5.23277  0.307
H: -2.13668 -0.38209 6.28985  0.491
H: -2.30866 -0.96443 4.62281  0.259
C: 2.21209 -3.92987 0.89336  -1.282
P: 2.76955 -2.18054 0.73909  1.073
C: 4.16312 -2.40097 -0.45818  -1.455
C: 3.78334 -2.09001 2.28689  -1.400
H: 3.02106 -4.57382 1.24068  0.468
H: 1.84618 -4.28559 -0.06764  0.244
H: 1.37816 -3.95770 1.59738  0.250
H: 4.76857 -3.26362 -0.18241  0.477
H: 4.78419 -1.50646 -0.44966  0.361
H: 3.76908 -2.53744 -1.46329  0.328
H: 4.58073 -2.83080 2.26466  0.448
H: 3.13449 -2.28406 3.13778  0.376
H: 4.21539 -1.09718 2.39092  0.336
C: -1.08317 1.02640 -2.56921  -1.355
Ge: 0.13878 -0.34751 -1.70807  1.153
C: -0.79587 -2.07388 -2.11883  0.214
C: -2.15278 -2.24217 -2.36784  -0.071
C: -2.71467 -3.50671 -2.43195  -0.635
C: -1.92949 -4.63152 -2.24644  -0.473
C: -0.57603 -4.48181 -1.98562  -0.785
C: -0.02762 -3.21702 -1.91868  -0.573
C: 1.69859 -0.21663 -3.01410  0.096
C: 2.89001 0.15898 -2.44464  -0.387
C: 4.01560 0.50931 -3.20052  -1.184
C: 3.94482 0.52664 -4.56569  -0.899
C: 2.75641 0.12900 -5.21226  0.934
C: 2.65404 0.10207 -6.61941  -0.856
C: 1.50413 -0.31576 -7.22936  -0.443
C: 0.41058 -0.74129 -6.45779  -0.999
C: 0.48694 -0.73501 -5.09212  -0.323
C: 1.64031 -0.27722 -4.42679  1.008
H: -1.73797 0.54991 -3.28932  0.551
H: -0.49241 1.77602 -3.08856  0.443
H: -1.69318 1.53065 -1.82673  0.028
H: -2.78319 -1.36939 -2.50051  0.092
H: -3.77467 -3.61781 -2.62917  0.364
H: -2.36766 -5.62152 -2.30849  0.356
H: 0.03937 -5.36110 -1.83062  0.357
H: 1.03073 -3.08064 -1.70764  0.156
H: 2.94918 0.18184 -1.35852  0.158
H: 4.92792 0.79241 -2.68964  0.434
H: 4.79202 0.83161 -5.16827  0.328
H: 3.50988 0.41811 -7.20680  0.349
H: 1.44016 -0.34466 -8.31024  0.367
H: -0.48921 -1.07891 -6.95773  0.416
H: -0.32303 -1.10504 -4.48111  0.334



[2]
A structure of composition C32H52BiGeN14O5. Source: the OMol25 dataset; level of theory: ωB97M-V/def2-TZVPD.

ΔE to the lowest compared entry with this formula, charge and spin = 1.048 eV
E_tot = -127483.8743 eV
LUMO energy (spin up / spin down) = -0.002 / -0.060 Ha
spin multiplicity = 2
HOMO-LUMO gap (spin up / spin down) = 7.932 / 6.347 eV
total charge = 0

Each line ends with the Mulliken charge.
Positions of all 105 atoms, in Å:
Bi: -1.32593 0.49262 0.48734  1.594
C: -2.90328 -3.32333 -1.04868  -1.208
C: -1.54975 -3.76948 -0.52838  1.739
C: -0.60518 -4.11197 -1.67025  -1.409
C: -1.71498 -4.95623 0.41442  -1.775
O: -1.02966 -2.63226 0.20202  0.844
Ge: 0.45928 -2.70220 1.17212  0.070
O: 0.16116 -1.44303 2.39709  0.404
C: -0.06307 -1.80163 3.78414  1.382
C: -1.34096 -2.62357 3.88325  -1.263
C: -0.20551 -0.48817 4.53514  -1.569
C: 1.14026 -2.57505 4.30919  -1.858
O: 1.69871 -1.96176 0.11793  -0.004
C: 3.07547 -2.36585 0.04190  1.758
C: 3.78096 -2.02804 1.34911  -1.468
C: 3.18950 -3.85747 -0.25256  -1.891
C: 3.66167 -1.56544 -1.11837  -0.922
H: -3.35687 -4.11778 -1.64519  0.467
H: -2.78798 -2.44206 -1.68051  -0.099
H: -3.56123 -3.05932 -0.22332  0.363
H: -1.02341 -4.91360 -2.28194  0.444
H: 0.36044 -4.44696 -1.28662  0.285
H: -0.44549 -3.23738 -2.30173  0.080
H: -2.19742 -5.78775 -0.10186  0.434
H: -2.33571 -4.67203 1.26574  0.315
H: -0.74600 -5.30998 0.78282  0.335
H: -2.17984 -2.08362 3.44073  0.124
H: -1.57650 -2.84563 4.92545  0.430
H: -1.23468 -3.57666 3.35415  0.291
H: -1.09445 0.04621 4.20532  0.215
H: 0.66559 0.14664 4.36587  0.329
H: -0.30176 -0.67722 5.60531  0.523
H: 1.23529 -3.54496 3.80972  0.345
H: 1.03562 -2.76294 5.37865  0.504
H: 2.05477 -2.00222 4.14441  0.323
H: 3.37015 -2.62984 2.16566  0.309
H: 3.64674 -0.97513 1.60212  0.189
H: 4.84724 -2.25077 1.27624  0.509
H: 2.76499 -4.45034 0.56263  0.363
H: 4.23853 -4.14120 -0.35720  0.483
H: 2.67345 -4.11000 -1.17847  0.360
H: 3.35522 -0.52316 -1.01685  -0.480
H: 3.29134 -1.94485 -2.07287  0.439
H: 4.75149 -1.61656 -1.11735  0.403
N: -0.45168 0.71044 -2.75446  -0.590
C: -1.63034 0.03890 -3.14833  0.456
C: -1.50282 -1.04245 -4.02265  -0.626
C: -2.60982 -1.71112 -4.50890  -0.520
C: -3.88207 -1.30638 -4.12559  -0.961
C: -4.01379 -0.23855 -3.25750  -0.676
C: -2.90962 0.45609 -2.75295  0.744
C: -3.16145 1.68944 -1.94417  0.540
C: -3.99927 2.64076 -2.53809  -0.810
C: -4.31234 3.82914 -1.90380  -0.816
C: -3.76470 4.09968 -0.66055  -1.093
C: -2.92936 3.16909 -0.06290  -0.677
C: -2.62568 1.95267 -0.67511  0.761
H: 0.22801 0.07838 -2.34955  0.087
H: -0.57951 1.49342 -2.12125  0.287
H: -0.50747 -1.32764 -4.34570  0.517
H: -2.47966 -2.54250 -5.19030  0.408
H: -4.75974 -1.82405 -4.48906  0.403
H: -5.00035 0.07571 -2.93905  0.531
H: -4.39863 2.43826 -3.52464  0.500
H: -4.97033 4.54221 -2.38407  0.393
H: -3.97925 5.03243 -0.15414  0.469
H: -2.49312 3.42213 0.89312  0.394
N: -3.36704 1.58617 3.38669  0.031
C: -3.81482 0.47529 2.71423  -0.129
N: -4.90815 -0.18551 3.03065  -0.533
N: -4.96853 -1.18317 2.12046  -0.716
N: -3.97365 -1.13141 1.31416  -0.519
N: -3.20160 -0.07089 1.66660  0.995
C: -2.13931 2.16332 3.21585  -0.431
N: -1.67644 3.09931 4.01863  -0.555
N: -0.44477 3.37848 3.54244  -0.961
N: -0.17128 2.66902 2.51698  -0.288
N: -1.24601 1.86544 2.26163  1.018
H: -3.90269 1.88997 4.18230  0.280
N: 2.31579 1.08892 1.45237  -0.404
C: 2.60709 2.01707 0.36880  2.753
C: 3.68975 2.98798 0.85074  -1.139
C: 4.25965 4.01516 -0.12615  -0.400
C: 4.84101 3.45752 -1.42440  -1.117
N: 3.86289 2.85550 -2.34327  0.054
C: 2.90250 3.53593 -2.95240  0.423
N: 2.97665 4.87367 -3.03990  -0.430
N: 1.93717 2.89116 -3.62236  -0.387
C: 1.38870 2.68951 -0.29617  -0.277
O: 1.54440 3.78440 -0.85788  -0.700
O: 0.30387 2.03468 -0.32044  -0.227
H: 1.72986 1.56294 2.13569  0.359
H: 1.77412 0.30057 1.11144  -0.495
H: 3.04148 1.40055 -0.42992  -2.042
H: 4.50417 2.36355 1.22937  0.307
H: 3.29751 3.52642 1.71820  0.352
H: 5.09109 4.52181 0.37347  0.484
H: 3.50508 4.77037 -0.33544  0.271
H: 5.57059 2.67653 -1.20992  0.466
H: 5.37922 4.23418 -1.97254  0.341
H: 3.71407 1.86388 -2.25941  0.181
H: 3.44831 5.33360 -2.27685  0.252
H: 2.12115 5.33861 -3.30139  0.291
H: 1.80209 1.90980 -3.43335  0.205
H: 1.06084 3.37558 -3.74560  0.253